17
Properties=species:S:1:pos:R:3 method="wB97M-V/def2-TZVPD" lumo_energy_ev=0.1 gap_ev=9.3 total_energy_ha=-534.05105 de_lowest_kj_mol=318.8 fmax_ev_per_a=6.125 e_homo_ev=-9.12
O -2.210 1.137 0.270
O 3.331 -0.477 0.025
O -3.989 -0.175 -0.473
C -2.814 -0.028 -0.010
C -0.781 0.927 0.232
C 2.047 -0.001 -0.289
C 0.260 1.901 -0.034
C 1.723 1.396 -0.268
C 1.001 -0.909 -0.117
C -0.376 -0.441 0.098
C -1.630 -1.197 0.210
H 2.403 2.140 -0.003
H -1.785 -1.643 -0.836
H -0.157 2.903 0.028
H 1.263 -2.103 0.271
H -1.684 -1.916 0.972
H 3.398 -1.513 -0.076